# C9H9NO

A 2-piece molecular cluster, C9H9NO overall in a non-equilibrium geometry (wB97M-V/def2-TZVPD, the OMol25 dataset).

Geometry as XYZ:
```
20
Properties=species:S:1:pos:R:3:forces:R:3:mulliken_charge:R:1
C 1.171 1.357 -0.205 -4.0 1.3 -1.2 -0.336
C 0.507 -0.846 0.574 0.9 -0.6 -0.9 -0.439
C 2.382 0.949 -0.452 3.0 1.4 -0.1 -0.553
C 1.814 -1.284 0.344 -2.9 2.1 1.0 -0.621
C 0.125 0.515 0.239 1.5 -1.2 0.5 0.882
C 2.830 -0.373 -0.089 0.0 -0.4 -0.7 0.255
C -2.136 -1.762 -0.719 -0.6 -1.8 -0.6 -0.565
C -1.665 2.101 0.473 1.2 0.4 -0.4 -0.421
C -2.489 -0.915 0.205 0.4 0.1 -0.5 -0.303
N -1.128 0.976 0.246 -1.4 -1.1 0.8 -0.260
O 3.972 -0.763 -0.281 1.2 -0.1 0.0 -0.610
H 0.701 2.268 -0.622 1.2 0.1 0.4 0.217
H -0.226 -1.634 0.782 0.3 0.8 0.4 0.483
H 3.067 1.740 -0.822 0.0 -1.1 0.1 0.332
H 2.049 -2.278 0.567 0.5 -1.3 0.1 0.473
H -2.713 -2.734 -0.881 0.4 1.2 0.3 0.217
H -1.247 -1.761 -1.392 -0.6 0.7 0.7 0.317
H -2.726 2.200 0.452 -0.7 0.0 -0.4 0.300
H -1.080 3.027 0.596 -0.1 -0.4 0.6 0.274
H -3.207 -0.783 0.986 -0.3 -0.1 0.0 0.358
```
Positions in Å, forces in eV/Å.

## Properties
LUMO level (alpha / beta) ... 0.03 / -1.82 eV
E_tot ... -13010.0714 eV
Frontier orbital gap (alpha / beta) ... 8.00 / 5.31 eV
Energy relative to the best compared isomer or geometry (same formula, charge and spin) ... 7.114 eV
Maximum force ... 4.42 eV/A